C3H7NOS | wB97M-V/def2-TZVPD

Calculated values
Molecular weight (g/mol): 105.16
Energy above the lowest of the compared OMol25 structures with the same formula, charge and spin (kcal/mol): 67.2
Max |F| (eV/A): 2.6
HOMO-LUMO gap (eV): 9.3
Highest occupied orbital energy (eV): -9.46
2S+1: 1
SMILES: C=CC=O.NS

Bonds (Å) are listed after each position.
CARTESIAN COORDINATES (ANGSTROEM)
1 C -0.131 0.625 -2.310  C2 1.365, H7 1.049, H13 1.085
2 C -0.301 0.628 -0.955  C1 1.365, C3 1.497, H9 1.100
3 C -0.791 1.749 -0.094  C2 1.497, O5 1.222, H10 1.137
4 N 0.340 -1.929 1.489  S6 1.679, H8 0.970, H11 0.992
5 O -1.032 2.884 -0.474  C3 1.222
6 S 1.171 -0.955 2.575  N4 1.679, H12 1.356
7 H -0.396 1.424 -2.935  C1 1.049
8 H -0.435 -1.383 1.285  N4 0.970
9 H 0.057 -0.188 -0.310  C2 1.100
10 H -1.097 1.362 0.931  C3 1.137
11 H 0.107 -2.814 1.873  N4 0.992
12 H 2.248 -1.174 1.781  S6 1.356
13 H 0.259 -0.229 -2.855  C1 1.085

---

C18H30BClFN6O4 | wB97M-V/def2-TZVPD

Calculated values
Molecular weight (g/mol): 459.74
Max |F| (eV/A): 1.2
Charge: +1
HOMO-LUMO gap (eV): 8.8
Highest occupied orbital energy (eV): -11.40
2S+1: 1

Bonds (Å) are listed after each position.
CARTESIAN COORDINATES (ANGSTROEM)
1 C 1.249 0.001 2.789  C2 1.531, H27 1.077, H28 1.080, H29 1.086
2 C 0.691 1.359 2.352  C1 1.531, Cl3 1.794, C4 1.521, H30 1.081
3 Cl -1.024 1.574 2.835  C2 1.794
4 C 0.836 1.640 0.865  C2 1.521, C5 1.482, H31 1.087, H32 1.089
5 C 0.294 0.590 -0.028  C4 1.482, N6 1.314, N24 1.331
6 N -0.554 -0.328 0.379  C5 1.314, C7 1.322
7 C -0.837 -1.082 -0.669  N6 1.322, N8 1.344, N20 1.363
8 N -1.648 -2.152 -0.595  C7 1.344, C9 1.436, C17 1.469
9 C -1.962 -3.098 -1.627  N8 1.436, O10 1.422, H33 1.085, H34 1.079
10 O -3.311 -2.969 -2.059  C9 1.422, C11 1.381
11 C -3.528 -2.056 -3.072  O10 1.381, C12 1.394, C16 1.390
12 C -4.036 -0.799 -2.747  C11 1.394, C13 1.394, H35 1.077
13 C -4.338 0.114 -3.756  C12 1.394, C14 1.393, H36 1.075
14 C -4.140 -0.249 -5.086  C13 1.393, C15 1.394, H37 1.077
15 C -3.635 -1.506 -5.416  C14 1.394, C16 1.393, H38 1.077
16 C -3.324 -2.408 -4.401  C11 1.390, C15 1.393, H39 1.080
17 C -2.280 -2.309 0.722  N8 1.469, C18 1.507, F19 1.373, H40 1.082
18 C -3.032 -3.602 0.905  C17 1.507, H41 1.083, H42 1.083, H43 1.081
19 F -3.169 -1.271 0.855  C17 1.373
20 N -0.181 -0.634 -1.776  C7 1.363, B21 1.508, N24 1.376
21 B -0.099 -0.961 -3.246  N20 1.508, O22 1.330, O23 1.376
22 O -0.512 -0.060 -4.133  B21 1.330, H44 0.965
23 O 0.433 -2.170 -3.633  B21 1.376, H45 0.961
24 N 0.550 0.442 -1.327  C5 1.331, N20 1.376, C25 1.447
25 C 1.403 1.296 -2.124  N24 1.447, N26 1.465, H46 1.082, H47 1.087
26 N 0.670 2.240 -2.972  C25 1.465, H48 1.011, H49 1.013
27 H 1.977 0.111 3.575  C1 1.077
28 H 0.430 -0.639 3.082  C1 1.080
29 H 1.739 -0.467 1.940  C1 1.086
30 H 1.221 2.141 2.876  C2 1.081
31 H 1.890 1.812 0.660  C4 1.087
32 H 0.326 2.575 0.636  C4 1.089
33 H -1.305 -3.058 -2.489  C9 1.085
34 H -1.890 -4.108 -1.253  C9 1.079
35 H -4.214 -0.563 -1.711  C12 1.077
36 H -4.751 1.073 -3.503  C13 1.075
37 H -4.400 0.452 -5.860  C14 1.077
38 H -3.501 -1.759 -6.455  C15 1.077
39 H -2.959 -3.394 -4.648  C16 1.080
40 H -1.525 -2.217 1.492  C17 1.082
41 H -2.382 -4.456 0.767  C18 1.083
42 H -3.412 -3.605 1.919  C18 1.083
43 H -3.883 -3.641 0.238  C18 1.081
44 H -0.638 -0.498 -4.984  O22 0.965
45 H 1.282 -2.342 -3.216  O23 0.961
46 H 2.019 1.846 -1.425  C25 1.082
47 H 2.104 0.713 -2.714  C25 1.087
48 H 0.999 3.178 -2.785  N26 1.011
49 H -0.304 2.256 -2.693  N26 1.013
50 C 4.296 1.319 5.204  O51 1.221, N52 1.341, H55 1.102
51 O 4.226 0.690 4.160  C50 1.221
52 N 4.674 2.602 5.299  C50 1.341, C53 1.452, C54 1.453
53 C 4.741 3.296 6.572  N52 1.452, H56 1.091, H57 1.091, H58 1.087
54 C 5.032 3.314 4.084  N52 1.453, H59 1.091, H60 1.090, H61 1.086
55 H 4.050 0.865 6.178  C50 1.102
56 H 4.071 4.157 6.569  C53 1.091
57 H 5.758 3.642 6.760  C53 1.091
58 H 4.445 2.625 7.375  C53 1.087
59 H 4.188 3.330 3.394  C54 1.091
60 H 5.865 2.816 3.587  C54 1.090
61 H 5.315 4.333 4.332  C54 1.086

---

C60H69BrFN13O3 | wB97M-V/def2-TZVPD

Calculated values
Molecular weight (g/mol): 1119.20
Max |F| (eV/A): 0.9
HOMO-LUMO gap (eV): 8.6
Highest occupied orbital energy (eV): -8.60
2S+1: 1
SMILES: CCC(=O)OCCc1c(Br)c(C)c2nc([C@H](C)F)c(CCO)nc2c1CC(N)(N)N.c1ccncc1.c1ccncc1.c1ccncc1.c1ccncc1.c1ccncc1.c1ccncc1.c1ccncc1.c1ccncc1

Bonds (Å) are listed after each position.
CARTESIAN COORDINATES (ANGSTROEM)
1 C 7.103 -3.424 -1.760  C2 1.524, H31 1.088, H32 1.086, H33 1.087
2 C 5.918 -2.951 -0.927  C1 1.524, C3 1.503, H34 1.086, H35 1.095
3 C 4.589 -2.972 -1.630  C2 1.503, O4 1.209, O5 1.344
4 O 3.524 -3.104 -1.073  C3 1.209
5 O 4.709 -2.762 -2.952  C3 1.344, C6 1.438
6 C 3.499 -2.778 -3.729  O5 1.438, C7 1.533, H36 1.086, H37 1.087
7 C 2.862 -1.389 -3.864  C6 1.533, C8 1.507, H38 1.087, H39 1.086
8 C 1.566 -1.255 -3.108  C7 1.507, C9 1.423, C25 1.378
9 C 0.350 -1.755 -3.653  C8 1.423, Br10 1.901, C11 1.354
10 Br 0.428 -2.578 -5.365  C9 1.901
11 C -0.851 -1.685 -3.032  C9 1.354, C12 1.500, C13 1.420
12 C -2.114 -2.206 -3.651  C11 1.500, H40 1.084, H41 1.086, H42 1.091
13 C -0.878 -1.070 -1.751  C11 1.420, N14 1.363, C24 1.398
14 N -2.058 -0.957 -1.078  C13 1.363, C15 1.302
15 C -2.042 -0.408 0.102  N14 1.302, C16 1.507, C19 1.433
16 C -3.395 -0.275 0.753  C15 1.507, C17 1.509, F18 1.400, H43 1.090
17 C -3.886 1.148 0.850  C16 1.509, H44 1.088, H45 1.087, H46 1.090
18 F -3.397 -0.916 1.998  C16 1.400
19 C -0.820 -0.002 0.729  C15 1.433, C20 1.504, N23 1.296
20 C -0.746 0.516 2.139  C19 1.504, C21 1.522, H47 1.087, H48 1.090
21 C 0.684 0.500 2.661  C20 1.522, O22 1.430, H49 1.091, H50 1.090
22 O 0.634 0.809 4.056  C21 1.430, H51 0.962
23 N 0.300 -0.099 0.084  C19 1.296, C24 1.356
24 C 0.305 -0.589 -1.180  C13 1.398, N23 1.356, C25 1.402
25 C 1.525 -0.653 -1.869  C8 1.378, C24 1.402, C26 1.490
26 C 2.712 -0.067 -1.184  C25 1.490, C27 1.560, H52 1.086, H53 1.083
27 C 2.927 1.467 -1.373  C26 1.560, N28 1.457, N29 1.456, N30 1.476
28 N 2.216 2.004 -2.525  C27 1.457, H54 1.013, H55 1.012
29 N 2.428 2.147 -0.186  C27 1.456, H56 1.015, H57 1.013
30 N 4.376 1.616 -1.613  C27 1.476, H58 1.013, H59 1.012
31 H 6.877 -4.367 -2.254  C1 1.088
32 H 7.343 -2.700 -2.532  C1 1.086
33 H 7.976 -3.579 -1.131  C1 1.087
34 H 5.811 -3.494 0.008  C2 1.086
35 H 6.073 -1.902 -0.652  C2 1.095
36 H 2.796 -3.497 -3.320  C6 1.086
37 H 3.801 -3.129 -4.712  C6 1.087
38 H 3.564 -0.619 -3.556  C7 1.087
39 H 2.668 -1.218 -4.919  C7 1.086
40 H -2.884 -2.313 -2.896  C12 1.084
41 H -1.947 -3.176 -4.110  C12 1.086
42 H -2.471 -1.505 -4.406  C12 1.091
43 H -4.089 -0.826 0.118  C16 1.090
44 H -4.860 1.194 1.333  C17 1.088
45 H -3.202 1.808 1.377  C17 1.087
46 H -4.000 1.527 -0.165  C17 1.090
47 H -1.333 -0.107 2.808  C20 1.087
48 H -1.112 1.542 2.178  C20 1.090
49 H 1.121 -0.488 2.507  C21 1.091
50 H 1.291 1.224 2.117  C21 1.090
51 H 1.390 0.388 4.476  O22 0.962
52 H 2.601 -0.285 -0.126  C26 1.086
53 H 3.621 -0.541 -1.534  C26 1.083
54 H 1.869 2.932 -2.312  N28 1.013
55 H 2.864 2.088 -3.299  N28 1.012
56 H 2.680 3.131 -0.202  N29 1.015
57 H 2.873 1.751 0.633  N29 1.013
58 H 4.613 2.589 -1.766  N30 1.013
59 H 4.916 1.260 -0.835  N30 1.012
60 N 3.680 -1.117 4.899  C61 1.332, C65 1.332
61 C 3.141 -2.185 4.312  N60 1.332, C62 1.388, H66 1.085
62 C 3.167 -2.404 2.941  C61 1.388, C63 1.385, H67 1.082
63 C 3.786 -1.461 2.138  C62 1.385, C64 1.386, H68 1.083
64 C 4.354 -0.346 2.733  C63 1.386, C65 1.387, H69 1.083
65 C 4.276 -0.223 4.113  N60 1.332, C64 1.387, H70 1.085
66 H 2.660 -2.895 4.975  C61 1.085
67 H 2.707 -3.284 2.514  C62 1.082
68 H 3.810 -1.593 1.063  C63 1.083
69 H 4.844 0.419 2.144  C64 1.083
70 H 4.709 0.635 4.617  C65 1.085
71 N 1.892 4.461 2.468  C72 1.331, C76 1.335
72 C 2.135 5.768 2.394  N71 1.331, C73 1.386, H77 1.085
73 C 1.768 6.677 3.374  C72 1.386, C74 1.386, H78 1.081
74 C 1.110 6.203 4.497  C73 1.386, C75 1.385, H79 1.082
75 C 0.848 4.847 4.591  C74 1.385, C76 1.388, H80 1.081
76 C 1.255 4.017 3.555  N71 1.335, C75 1.388, H81 1.085
77 H 2.650 6.103 1.500  C72 1.085
78 H 1.994 7.728 3.257  C73 1.081
79 H 0.807 6.880 5.285  C74 1.082
80 H 0.335 4.431 5.447  C75 1.081
81 H 1.066 2.950 3.604  C76 1.085
82 N -3.431 2.663 -5.166  C83 1.332, C87 1.331
83 C -2.608 3.629 -5.571  N82 1.332, C84 1.387, H88 1.085
84 C -1.266 3.687 -5.224  C83 1.387, C85 1.386, H89 1.082
85 C -0.751 2.693 -4.407  C84 1.386, C86 1.384, H90 1.083
86 C -1.593 1.686 -3.971  C85 1.384, C87 1.388, H91 1.080
87 C -2.918 1.715 -4.384  N82 1.331, C86 1.388, H92 1.086
88 H -3.048 4.392 -6.204  C83 1.085
89 H -0.644 4.493 -5.587  C84 1.082
90 H 0.291 2.693 -4.111  C85 1.083
91 H -1.251 0.867 -3.355  C86 1.080
92 H -3.609 0.940 -4.068  C87 1.086
93 N -4.476 -4.953 -1.204  C94 1.331, C98 1.331
94 C -5.623 -5.624 -1.281  N93 1.331, C95 1.388, H99 1.084
95 C -6.729 -5.353 -0.486  C94 1.388, C96 1.386, H100 1.081
96 C -6.638 -4.330 0.444  C95 1.386, C97 1.385, H101 1.082
97 C -5.449 -3.625 0.537  C96 1.385, C98 1.387, H102 1.083
98 C -4.405 -3.971 -0.308  N93 1.331, C97 1.387, H103 1.086
99 H -5.657 -6.419 -2.018  C94 1.084
100 H -7.635 -5.932 -0.596  C95 1.081
101 H -7.476 -4.088 1.085  C96 1.082
102 H -5.322 -2.821 1.252  C97 1.083
103 H -3.460 -3.438 -0.265  C98 1.086
104 N -2.082 -7.438 4.076  C105 1.331, C109 1.331
105 C -0.869 -6.897 3.992  N104 1.331, C106 1.387, H110 1.085
106 C -0.567 -5.805 3.192  C105 1.387, C107 1.385, H111 1.082
107 C -1.582 -5.243 2.434  C106 1.385, C108 1.385, H112 1.083
108 C -2.850 -5.795 2.510  C107 1.385, C109 1.387, H113 1.082
109 C -3.046 -6.887 3.343  N104 1.331, C108 1.387, H114 1.085
110 H -0.100 -7.365 4.598  C105 1.085
111 H 0.439 -5.409 3.165  C106 1.082
112 H -1.388 -4.391 1.795  C107 1.083
113 H -3.671 -5.387 1.936  C108 1.082
114 H -4.026 -7.344 3.429  C109 1.085
115 N 7.314 2.825 -0.994  C116 1.331, C120 1.332
116 C 8.170 3.499 -0.229  N115 1.331, C117 1.387, H121 1.084
117 C 9.136 4.359 -0.729  C116 1.387, C118 1.385, H122 1.081
118 C 9.221 4.529 -2.101  C117 1.385, C119 1.386, H123 1.082
119 C 8.337 3.835 -2.912  C118 1.386, C120 1.386, H124 1.081
120 C 7.407 3.001 -2.312  N115 1.332, C119 1.386, H125 1.085
121 H 8.076 3.339 0.840  C116 1.084
122 H 9.803 4.881 -0.056  C117 1.081
123 H 9.961 5.191 -2.530  C118 1.082
124 H 8.366 3.936 -3.988  C119 1.081
125 H 6.696 2.441 -2.911  C120 1.085
126 N -4.696 -0.226 6.000  C127 1.331, C131 1.332
127 C -5.487 -0.857 6.865  N126 1.331, C128 1.387, H132 1.085
128 C -5.778 -2.211 6.795  C127 1.387, C129 1.386, H133 1.081
129 C -5.218 -2.953 5.767  C128 1.386, C130 1.385, H134 1.083
130 C -4.394 -2.311 4.858  C129 1.385, C131 1.388, H135 1.082
131 C -4.165 -0.952 5.018  N126 1.332, C130 1.388, H136 1.082
132 H -5.908 -0.243 7.654  C127 1.085
133 H -6.426 -2.669 7.530  C128 1.081
134 H -5.417 -4.014 5.679  C129 1.083
135 H -3.932 -2.849 4.040  C130 1.082
136 H -3.521 -0.420 4.330  C131 1.082
137 N -7.295 6.293 -2.660  C138 1.331, C142 1.331
138 C -6.073 5.772 -2.583  N137 1.331, C139 1.387, H143 1.085
139 C -5.583 4.825 -3.470  C138 1.387, C140 1.385, H144 1.081
140 C -6.408 4.391 -4.494  C139 1.385, C141 1.386, H145 1.083
141 C -7.684 4.923 -4.587  C140 1.386, C142 1.387, H146 1.082
142 C -8.076 5.867 -3.650  N137 1.331, C141 1.387, H147 1.085
143 H -5.456 6.135 -1.767  C138 1.085
144 H -4.580 4.434 -3.363  C139 1.081
145 H -6.054 3.650 -5.201  C140 1.083
146 H -8.364 4.614 -5.369  C141 1.082
147 H -9.067 6.307 -3.692  C142 1.085